35
Properties=species:S:1:pos:R:3:forces:R:3:mulliken_charge:R:1 method="wB97M-V/def2-TZVPD" homo_lumo_gap_ev="4.525 / 4.539" lumo_energy_ha="-0.5214 / -0.5236" homo_energy_ha="-0.688 / -0.690" max_force_ev_per_a=4.6 total_charge=+3
W 0.159 -0.421 -0.066 0.08 1.23 0.07 1.082
C -2.632 2.371 2.354 -0.26 -0.12 -0.01 -1.372
C -1.169 2.466 2.080 0.71 0.62 0.38 1.062
C -0.427 3.347 3.108 -0.05 -0.93 -0.57 -1.414
O -0.895 2.953 0.737 -0.30 0.49 -0.14 -0.523
C -0.640 1.129 1.615 -0.17 2.27 1.71 0.859
O 0.573 0.809 1.575 1.29 -0.83 -0.14 -0.633
O -1.403 0.354 0.935 -0.15 -1.74 -0.80 -0.462
H -3.018 3.387 2.436 -0.27 -0.14 -0.10 0.440
H -2.825 1.841 3.291 0.00 0.13 -0.10 0.373
H -3.071 1.806 1.529 -0.54 0.25 0.21 0.391
H -0.991 4.278 3.306 0.27 -0.62 -0.23 0.378
H 0.581 3.571 2.774 0.02 0.17 -0.14 0.349
H -0.332 2.758 4.005 -0.06 0.05 0.63 0.389
H -1.763 3.083 0.343 -0.14 0.30 -0.45 0.407
S -4.710 -4.796 -3.448 2.76 2.92 2.12 0.322
C -3.584 -3.703 -2.644 -2.73 -2.83 -2.31 0.074
S -3.610 -1.965 -2.856 0.43 0.11 0.30 0.225
C -2.180 -1.685 -2.027 1.42 -0.78 0.05 0.299
C -1.488 -2.861 -1.471 -1.55 -0.40 0.51 0.185
S -0.249 -2.594 -0.240 -0.22 -1.64 0.05 -0.151
S -2.235 -4.354 -1.763 0.55 0.95 0.17 0.249
S -1.168 -0.264 -1.893 -1.28 0.78 -1.33 -0.256
C 2.150 -2.061 -2.398 0.79 0.33 -0.63 -1.323
C 2.697 -1.181 -1.326 0.28 -0.84 -0.57 0.630
N 2.078 -0.153 -0.703 -0.20 0.46 0.63 -0.063
C 3.076 0.550 0.046 -0.03 -1.23 -0.33 -0.430
C 4.230 -0.128 -0.073 0.22 -0.54 -0.53 -0.409
N 3.946 -1.224 -0.934 0.44 1.92 1.37 -0.001
H 1.321 -1.552 -2.892 -0.08 -0.36 0.08 0.311
H 1.944 -3.062 -2.055 -0.48 -0.26 0.27 0.365
H 2.928 -2.223 -3.168 -0.26 0.35 0.30 0.463
H 2.826 1.373 0.654 -0.19 0.78 0.37 0.567
H 5.247 0.055 0.312 -0.84 -0.15 -0.21 0.402
H 4.636 -1.906 -1.143 0.52 -0.71 -0.64 0.216

=====

33
Properties=species:S:1:pos:R:3:forces:R:3:mulliken_charge:R:1 method="wB97M-V/def2-TZVPD" homo_lumo_gap_ev=5.276 e_above_lowest_kcal_mol=0.0 lumo_energy_ha=-0.3786 homo_energy_ha=-0.572 max_force_ev_per_a=3.5 total_charge=+2
O 1.494 1.900 -4.688 -0.22 -1.26 2.48 -0.070
C 1.402 1.410 -3.663 0.29 1.39 -2.60 0.053
Tl 1.061 0.600 -0.482 -0.10 -0.77 0.82 1.239
O -1.870 2.500 -2.373 1.54 -2.22 1.06 -0.092
C -1.216 1.683 -1.924 -1.31 2.29 -0.83 0.169
C -1.916 -0.101 0.756 -2.07 0.50 1.75 0.157
O -2.835 0.038 1.419 2.27 -0.41 -1.70 -0.140
C 1.611 -1.858 0.845 1.06 -1.63 2.91 0.061
O 1.997 -2.414 1.763 -0.97 1.25 -2.38 -0.059
C -0.817 -1.914 -1.577 -1.43 -1.95 -0.48 0.117
O -1.521 -2.789 -1.751 1.41 1.81 0.36 -0.091
H 1.473 -0.738 -1.570 -0.38 1.57 0.55 0.244
C 0.027 0.016 3.806 -0.11 -0.23 0.40 -0.783
N 0.672 1.324 3.842 -0.03 -0.17 -1.69 0.165
C 0.560 2.118 5.044 -0.30 0.66 0.44 -0.543
C 1.807 2.943 5.239 0.65 -0.06 0.42 -0.742
C 2.094 3.802 4.038 -0.05 0.61 0.06 -0.596
N 1.721 3.120 2.808 -0.34 -1.07 -1.14 0.183
C 2.160 3.733 1.569 -0.02 0.24 -0.62 -1.022
C 1.093 1.931 2.713 0.64 1.17 1.93 0.643
O 0.875 1.400 1.569 -0.42 -1.21 -2.38 -0.648
H 0.190 -0.471 2.842 0.00 0.16 0.31 0.020
H -1.059 0.102 3.984 0.39 -0.01 -0.04 0.309
H 0.474 -0.599 4.606 -0.29 0.15 -0.38 0.363
H -0.300 2.806 4.963 0.02 -0.41 0.09 0.295
H 0.407 1.434 5.876 -0.07 0.10 0.02 0.359
H 2.660 2.278 5.393 -0.08 -0.02 0.21 0.319
H 1.707 3.599 6.106 0.04 -0.25 0.02 0.375
H 3.161 4.051 3.963 -0.26 -0.10 0.14 0.441
H 1.544 4.756 4.082 0.09 -0.28 -0.05 0.355
H 1.287 3.975 0.935 0.44 0.15 0.26 0.303
H 2.713 4.651 1.822 -0.29 -0.39 -0.30 0.401
H 2.823 3.058 0.992 -0.11 0.38 0.36 0.214

=====

28
Properties=species:S:1:pos:R:3:forces:R:3:mulliken_charge:R:1 method="wB97M-V/def2-TZVPD" homo_lumo_gap_ev=9.585 e_above_lowest_kcal_mol=0.0 smiles="CC[P@@](=O)(c1ccccc1)c1ncc[nH]1" lumo_energy_ha=0.0319 homo_energy_ha=-0.320 max_force_ev_per_a=5.0
C -4.115 0.404 0.147 2.06 0.68 -1.12 -0.536
C -3.085 0.575 1.043 2.22 -1.20 -1.83 -0.724
C -3.808 0.384 -1.196 4.39 -1.33 2.04 -0.657
C -1.710 0.392 0.695 -3.66 -0.43 -1.04 -0.534
C -2.423 0.142 -1.539 -2.61 0.95 -1.71 -0.201
C 2.405 2.260 1.307 1.12 0.45 -1.48 -0.711
C 3.095 2.332 0.101 1.98 1.75 0.55 0.020
C -1.413 0.021 -0.600 0.58 0.34 -0.65 0.203
C 1.378 0.984 -0.068 -0.17 -0.94 -0.31 -0.154
C 2.430 -2.116 -0.401 -1.20 2.36 -3.36 -1.048
C 0.895 -2.027 -0.435 -1.09 0.50 0.30 -0.627
N 1.356 1.413 1.182 -0.50 -0.38 -0.21 -0.423
N 2.460 1.553 -0.736 -3.47 -2.71 -0.07 0.023
O 0.694 -0.056 -2.441 0.55 -0.13 -2.57 -0.763
P 0.333 -0.337 -1.070 0.28 0.94 4.03 0.952
H -5.092 0.431 0.465 -2.15 0.15 0.77 0.465
H -3.378 0.699 2.006 -0.34 0.60 2.97 0.432
H -4.534 0.419 -1.898 -1.95 0.16 -2.29 0.474
H -0.928 0.537 1.329 1.77 0.30 2.20 0.633
H -2.280 0.250 -2.630 0.65 -0.74 0.69 0.326
H 2.699 2.813 2.162 -0.28 0.19 0.83 0.409
H 3.946 2.890 -0.359 -0.70 -0.35 1.30 0.371
H 2.893 -1.831 -1.484 -0.88 -1.40 2.63 0.203
H 2.703 -1.329 0.244 0.85 0.93 0.87 0.313
H 2.608 -3.010 0.089 1.30 -1.95 0.18 0.450
H 0.460 -2.385 0.541 0.40 1.13 -0.51 0.396
H 0.415 -2.747 -1.085 0.12 -0.13 -0.77 0.452
H 2.706 1.067 -1.555 0.74 0.27 -1.47 0.257

=====

28
Properties=species:S:1:pos:R:3:forces:R:3:mulliken_charge:R:1 method="wB97M-V/def2-TZVPD" homo_lumo_gap_ev=9.335 e_above_lowest_kcal_mol=27.5 lumo_energy_ha=0.0222 homo_energy_ha=-0.321 max_force_ev_per_a=4.5
C -3.907 0.678 -0.087 1.53 0.06 -1.13 -0.645
C -3.091 -0.153 0.630 -1.94 -1.06 1.31 -0.711
C -3.394 1.586 -0.952 -0.18 2.78 -1.08 -0.278
C -1.756 -0.078 0.511 0.68 0.41 0.93 -0.442
C -1.981 1.716 -1.085 -3.90 1.42 -1.77 -0.526
C 2.513 -0.529 3.020 -0.20 0.99 0.87 -0.611
C 1.997 0.697 3.370 -0.33 0.25 -0.34 -0.117
C -1.257 0.831 -0.378 4.12 0.04 -0.72 0.780
C 1.358 0.157 1.321 0.68 -0.01 -2.75 -0.123
C 0.730 -1.872 -1.110 0.40 2.88 1.58 -1.190
C 0.766 -0.605 -1.938 -1.07 0.45 -0.03 -0.523
N 2.154 -0.825 1.749 -0.82 -0.36 -1.28 -0.417
N 1.312 1.104 2.262 -1.48 1.89 0.15 -0.027
O 0.910 2.184 -1.193 1.40 1.87 -0.63 -0.727
P 0.570 0.844 -0.783 -1.52 -2.99 2.72 0.912
H -4.903 0.509 -0.130 -3.17 -0.32 0.48 0.476
H -3.638 -0.813 1.298 0.60 -0.21 0.18 0.345
H -4.116 2.351 -1.484 1.62 -1.77 0.91 0.224
H -1.049 -0.464 1.218 0.04 -0.94 0.07 0.333
H -1.782 2.506 -1.837 1.24 -0.86 0.82 0.342
H 3.089 -1.162 3.672 0.15 -0.25 -0.27 0.378
H 1.938 1.389 4.191 0.49 -0.45 0.51 0.407
H 1.708 -2.031 -0.693 0.08 -0.91 0.23 0.314
H 0.001 -1.666 -0.329 0.33 -0.21 0.60 0.275
H 0.217 -2.553 -1.654 -0.54 -2.93 -1.74 0.458
H -0.117 -0.691 -2.612 0.26 0.92 0.54 0.361
H 1.587 -0.527 -2.620 0.85 0.25 -0.04 0.484
H 0.743 1.966 2.227 0.68 -0.92 -0.11 0.248

=====

34
Properties=species:S:1:pos:R:3:forces:R:3:mulliken_charge:R:1 method="wB97M-V/def2-TZVPD" homo_lumo_gap_ev="10.094 / 4.267" e_above_lowest_kcal_mol=0.0 spin_multiplicity=4 lumo_energy_ha="-0.3986 / -0.5986" homo_energy_ha="-0.770 / -0.755" max_force_ev_per_a=7.6 total_charge=+3
O -0.020 2.998 -0.075 0.01 -2.36 0.08 -0.206
C -0.012 1.850 -0.034 -0.03 7.22 -0.36 -0.027
Tc 0.000 0.000 0.000 -0.05 -0.55 -1.78 1.400
C 0.012 -1.863 -0.087 0.08 -6.72 -0.32 -0.013
O 0.020 -3.006 -0.141 -0.01 2.08 0.12 -0.180
C 0.000 -0.004 -2.128 -0.16 -1.75 -2.44 -0.004
O -0.086 -0.984 -2.822 0.18 2.03 1.44 -0.127
C 1.837 0.004 -0.243 7.56 0.30 0.06 0.109
O 2.978 0.031 -0.377 -2.56 -0.13 -0.05 -0.192
C -1.837 -0.020 -0.242 -7.56 0.19 0.10 0.118
O -2.979 -0.009 -0.375 2.56 -0.10 -0.06 -0.192
H 0.087 1.000 -2.608 0.00 -0.04 -0.29 0.509
C -0.162 1.290 2.674 -0.23 2.31 0.37 -0.933
N -0.012 -0.063 2.059 -0.05 -0.09 1.64 0.504
C -1.144 -0.905 2.555 -1.81 -1.24 0.15 -0.683
N -1.145 -0.987 4.029 2.67 2.03 -1.51 0.415
C -1.288 0.369 4.589 -2.40 0.94 2.27 -0.589
N -0.168 1.217 4.148 0.33 -3.06 -1.91 0.421
C 1.100 0.623 4.607 2.12 1.43 2.26 -0.630
N 1.258 -0.732 4.045 -3.05 1.41 -1.55 0.439
C 1.260 -0.648 2.569 2.10 -0.85 0.08 -0.764
C 0.130 -1.570 4.484 0.29 -2.87 2.13 -0.559
H -1.107 1.768 2.331 0.55 -0.49 0.29 0.328
H 0.678 1.954 2.368 -0.45 -0.61 0.21 0.426
H -1.092 -1.935 2.151 0.24 0.56 0.25 0.239
H -2.119 -0.488 2.228 0.66 -0.02 0.24 0.399
H -1.320 0.324 5.701 0.20 -0.06 -0.72 0.361
H -2.256 0.816 4.272 0.64 -0.29 0.03 0.339
H 1.957 1.268 4.306 -0.57 -0.43 0.01 0.333
H 1.125 0.583 5.719 -0.17 -0.11 -0.73 0.360
H 1.426 -1.661 2.145 -0.31 0.55 0.37 0.222
H 2.129 -0.028 2.260 -0.67 -0.22 0.24 0.454
H 0.133 -1.663 5.594 -0.03 0.24 -0.71 0.377
H 0.244 -2.604 4.088 -0.08 0.69 0.08 0.344

=====

34
Properties=species:S:1:pos:R:3:forces:R:3:mulliken_charge:R:1 method="wB97M-V/def2-TZVPD" homo_lumo_gap_ev=7.282 lumo_energy_ha=-0.0062 homo_energy_ha=-0.274 max_force_ev_per_a=4.3
C 2.934 -2.631 1.237 0.29 -0.20 -0.34 -0.575
C 1.609 -3.005 0.662 -0.61 0.02 -0.61 -0.577
N 0.668 -1.890 0.668 -0.32 0.57 -0.23 0.015
C -0.722 -2.280 0.606 -0.60 -0.17 -0.56 -0.732
C -1.427 -0.923 0.414 -1.74 -0.88 0.87 -0.480
N -0.378 -0.010 0.040 0.77 0.09 0.18 0.221
C 0.819 -0.608 0.221 -0.70 -1.41 0.75 0.583
S 2.436 -0.016 0.135 0.18 1.10 0.11 -0.035
C 3.516 -1.505 0.416 -0.23 -0.16 -0.92 -0.631
H 2.869 -2.448 2.311 0.04 0.25 -0.13 0.323
H 3.584 -3.493 1.068 0.14 0.03 0.29 0.322
H 1.724 -3.342 -0.407 -0.11 -0.08 0.97 0.358
H 1.132 -3.780 1.286 0.22 0.14 -0.54 0.279
H -0.911 -2.885 -0.308 0.24 -0.14 0.68 0.306
H -0.953 -2.845 1.544 -0.26 0.53 -0.95 0.405
H -2.220 -0.949 -0.362 0.56 0.03 0.40 0.359
H -1.926 -0.705 1.387 0.42 0.64 -0.64 0.231
H 4.490 -1.208 0.828 -0.50 0.54 -0.25 0.385
H 3.646 -1.846 -0.630 0.32 -0.07 0.70 0.372
O 0.093 0.522 -2.738 -2.23 0.34 -0.82 -0.598
N -1.027 1.140 -2.864 1.15 0.34 -1.33 0.885
C -1.568 1.645 -1.646 0.07 0.31 -1.59 -0.873
C -0.597 1.435 -0.579 4.29 -0.50 0.35 0.296
N -0.818 2.398 0.430 0.00 0.48 1.81 0.447
N -0.078 2.402 1.600 -1.20 0.48 -0.22 -0.420
N -0.669 3.252 2.383 0.02 -0.49 -1.03 -0.589
N -1.747 3.825 1.805 0.45 -0.20 -1.35 -0.484
C -1.814 3.333 0.540 0.89 -1.27 1.62 0.668
C -2.693 3.568 -0.545 -0.24 -0.81 -1.10 -0.779
C -2.528 2.748 -1.675 0.40 0.49 1.70 -0.399
O -1.521 1.392 -4.005 0.61 -0.60 2.60 -0.674
H 0.580 1.399 -0.892 -2.73 1.37 -0.03 0.545
H -3.435 4.344 -0.328 0.20 -0.36 -0.85 0.391
H -3.066 2.965 -2.604 0.21 -0.41 0.45 0.453

=====

39
Properties=species:S:1:pos:R:3:forces:R:3:mulliken_charge:R:1 method="wB97M-V/def2-TZVPD" homo_lumo_gap_ev=7.391 e_above_lowest_kcal_mol=21.5 lumo_energy_ha=-0.0222 homo_energy_ha=-0.294 max_force_ev_per_a=1.6
Pt -0.755 -1.761 -0.739 0.05 1.05 1.21 0.546
C 3.974 -1.006 1.407 -0.01 -0.01 0.00 -1.060
N 3.336 -1.611 0.242 0.07 -0.17 0.01 0.011
C 3.923 -1.250 -1.043 -0.01 0.07 0.01 -1.131
C 2.010 -1.928 0.258 -0.10 -0.26 -0.04 0.606
N 1.249 -1.915 -0.778 -0.07 0.18 -0.11 -0.476
N 1.524 -2.365 1.482 0.03 0.15 0.11 -0.097
C 0.235 -2.689 1.881 -0.02 0.03 0.14 0.566
N 0.150 -2.971 3.213 0.05 -0.16 -0.06 -0.417
N -0.767 -2.732 1.087 -0.01 -0.64 -0.55 -0.520
H 5.039 -0.932 1.203 0.00 0.01 -0.01 0.352
H 3.879 -1.616 2.305 0.01 -0.01 -0.01 0.352
H 3.587 -0.004 1.612 -0.01 0.00 0.01 0.322
H 5.004 -1.309 -0.952 0.00 0.02 0.01 0.292
H 3.647 -0.237 -1.355 -0.03 -0.02 -0.02 0.430
H 3.622 -1.963 -1.808 0.02 -0.01 0.01 0.416
H 1.669 -1.547 -1.620 0.04 0.19 0.10 0.349
H 2.230 -2.523 2.178 -0.01 -0.02 -0.01 0.134
H 0.887 -2.715 3.844 -0.05 0.10 0.02 0.173
H -0.759 -3.113 3.616 0.00 0.01 0.01 0.216
H -1.663 -2.902 1.529 -0.04 -0.03 -0.07 0.223
O -4.005 -0.545 0.778 0.04 -0.02 0.00 -0.605
C -3.164 -0.493 -0.095 0.01 0.28 -0.33 0.420
O -2.733 -1.547 -0.747 0.17 -0.32 0.37 -0.591
C -2.656 0.857 -0.578 -0.04 0.01 0.09 0.275
C -3.527 1.908 -0.388 0.01 0.00 0.00 -0.645
C -3.209 3.187 -0.821 0.02 0.00 0.00 -0.417
C -1.994 3.455 -1.409 0.01 -0.01 0.05 -0.160
C -1.090 2.425 -1.569 -0.02 0.00 0.00 -0.322
C -1.384 1.075 -1.197 0.10 0.04 0.05 0.964
O -0.488 0.169 -1.380 -0.19 -0.46 -0.97 -0.888
N 0.215 2.806 -2.123 0.03 0.00 0.04 0.954
O 0.306 3.916 -2.620 -0.02 0.01 -0.08 -0.642
O 1.152 2.034 -2.042 0.00 0.00 0.05 -0.588
N -4.163 4.275 -0.630 -0.02 -0.02 -0.08 1.056
O -3.851 5.382 -1.030 0.02 0.02 0.02 -0.640
O -5.220 4.014 -0.089 -0.01 -0.01 0.03 -0.635
H -4.471 1.718 0.102 0.00 0.00 0.01 0.564
H -1.738 4.455 -1.722 0.00 -0.01 0.00 0.614

=====

28
Properties=species:S:1:pos:R:3:forces:R:3:mulliken_charge:R:1 method="wB97M-V/def2-TZVPD" homo_lumo_gap_ev="8.435 / 6.669" e_above_lowest_kcal_mol=174.9 lumo_energy_ha="-0.0143 / -0.0585" homo_energy_ha="-0.324 / -0.304" max_force_ev_per_a=3.0
C 0.758 1.470 -0.623 -0.12 0.10 -0.16 -0.898
C -0.462 0.930 -0.600 0.47 0.27 -0.04 1.042
C -1.050 -0.138 0.228 -0.49 0.22 -0.23 1.141
C -0.522 -1.012 1.010 1.02 -0.38 0.31 -0.618
C 2.049 1.279 0.107 0.09 -0.08 0.08 -0.792
C -1.550 1.430 -1.532 -0.10 0.03 -0.18 -0.959
C 0.576 -1.675 1.703 0.94 -0.43 -0.02 -0.817
C 2.109 0.411 1.369 0.34 -0.03 -0.28 -0.746
C -2.618 0.346 -1.502 -0.18 0.12 0.21 -0.696
C -2.570 -0.150 -0.055 0.29 0.40 -0.18 -0.424
C 1.839 -1.034 1.121 -2.73 0.68 1.14 -0.123
N 2.447 -1.688 0.084 0.85 -0.91 -0.67 1.058
O 3.513 -1.216 -0.331 -0.01 0.01 -0.07 -0.647
O 1.974 -2.754 -0.324 -0.06 0.15 -0.13 -0.672
O -3.219 -1.349 0.200 -0.32 -0.45 0.18 -0.556
H 0.871 2.245 -1.377 -0.04 0.03 -0.07 0.363
H 2.768 0.869 -0.612 -0.03 0.17 0.10 0.412
H 2.416 2.277 0.362 0.03 -0.04 0.01 0.472
H -1.956 2.371 -1.152 -0.03 0.02 -0.03 0.264
H -1.164 1.607 -2.535 0.00 0.09 0.02 0.414
H 0.506 -1.528 2.782 0.07 0.06 -0.02 0.381
H 0.594 -2.745 1.477 -0.08 0.15 0.15 0.405
H 3.124 0.505 1.770 -0.06 0.03 0.05 0.360
H 1.412 0.779 2.123 0.00 -0.10 0.02 0.329
H -3.610 0.703 -1.776 -0.01 -0.04 -0.03 0.303
H -2.346 -0.475 -2.171 0.01 -0.06 0.02 0.337
H -3.039 0.582 0.615 0.04 -0.01 -0.14 0.302
H -2.850 -2.041 -0.359 0.09 0.00 -0.03 0.367